(1)
Computed, not measured: C58H50MgO3P2S as an isolated structure at a distorted geometry, with ωB97M-V/def2-TZVPD.

Gap between HOMO and LUMO ... 7.385 eV
Energy above the lowest of the compared OMol25 structures with the same formula, charge and spin ... 39.15 kcal/mol
Charge ... +2
Largest force on an atom ... 0.05752 hartree/bohr
E_LUMO ... -0.197 hartree
E_tot ... -101941.4831 eV

Cartesian coordinates (Å):
Mg (-0.089, 0.398, 1.932)
O (0.054, 0.213, 0.002)
S (-0.871, -0.387, -1.026)
C (0.264, -1.150, -2.219)
C (0.541, -0.463, -3.342)
C (1.254, -1.071, -4.428)
C (1.580, -2.358, -4.334)
C (2.345, -3.237, -5.311)
C (2.477, -4.628, -4.567)
C (1.813, -4.402, -3.229)
C (1.711, -5.181, -2.094)
C (1.147, -4.633, -0.952)
C (0.635, -3.335, -0.831)
P (0.195, -2.655, 0.859)
C (1.907, -2.473, 1.319)
C (2.734, -3.716, 1.565)
C (4.004, -3.745, 1.181)
C (4.681, -2.601, 0.625)
C (4.093, -1.402, 0.516)
C (2.684, -1.263, 0.832)
C (-0.339, -4.006, 1.942)
C (-1.155, -5.032, 1.510)
C (-1.737, -5.890, 2.435)
C (-1.488, -5.693, 3.777)
C (-0.719, -4.651, 4.214)
C (-0.176, -3.777, 3.312)
C (0.681, -2.483, -2.003)
C (1.309, -3.090, -3.145)
C (-1.491, 1.039, -1.855)
C (-2.409, 0.680, -2.801)
C (-2.791, 1.541, -3.866)
C (-2.193, 2.757, -3.915)
C (-2.315, 3.845, -4.972)
C (-1.532, 5.044, -4.390)
C (-0.782, 4.407, -3.244)
C (0.148, 4.942, -2.437)
C (0.495, 4.255, -1.272)
C (-0.042, 3.059, -0.872)
P (0.563, 2.704, 0.843)
C (2.396, 2.676, 0.562)
C (2.904, 1.984, -0.582)
C (4.247, 1.854, -0.821)
C (5.167, 2.392, 0.019)
C (4.731, 3.097, 1.131)
C (3.381, 3.244, 1.396)
C (0.258, 4.181, 1.856)
C (0.831, 4.140, 3.114)
C (0.653, 5.146, 4.062)
C (-0.335, 6.125, 3.825)
C (-0.952, 6.132, 2.570)
C (-0.684, 5.187, 1.607)
C (-0.914, 2.380, -1.801)
C (-1.293, 3.140, -2.926)
H (0.116, 0.536, -3.460)
H (1.535, -0.473, -5.262)
H (3.329, -2.892, -5.413)
H (1.842, -3.281, -6.251)
H (3.503, -4.924, -4.410)
H (1.967, -5.433, -5.097)
H (2.175, -6.160, -1.968)
H (1.115, -5.241, -0.003)
H (2.236, -4.574, 1.948)
H (4.621, -4.623, 1.235)
H (5.681, -2.783, 0.226)
H (4.579, -0.611, -0.020)
H (2.096, -0.465, 0.503)
H (-1.326, -5.149, 0.445)
H (-2.355, -6.729, 2.120)
H (-1.850, -6.433, 4.494)
H (-0.406, -4.539, 5.290)
H (0.463, -2.937, 3.668)
H (-2.751, -0.347, -2.924)
H (-3.490, 1.247, -4.654)
H (-3.327, 4.197, -5.080)
H (-1.908, 3.496, -5.929)
H (-2.194, 5.779, -3.992)
H (-0.883, 5.555, -5.080)
H (0.671, 5.882, -2.751)
H (1.160, 4.776, -0.622)
H (2.221, 1.564, -1.304)
H (4.549, 1.330, -1.712)
H (6.237, 2.333, -0.218)
H (5.454, 3.579, 1.783)
H (3.117, 3.803, 2.255)
H (1.555, 3.307, 3.343)
H (1.242, 5.109, 4.987)
H (-0.533, 6.931, 4.556)
H (-1.660, 6.924, 2.329)
H (-1.204, 5.354, 0.708)
C (-5.610, -0.641, 0.930)
C (-4.234, -0.691, 0.215)
C (-3.989, -2.150, -0.283)
C (-3.244, -0.238, 1.281)
C (-3.129, 1.115, 1.537)
C (-2.466, 1.609, 2.628)
C (-1.957, 0.716, 3.615)
C (-1.358, 1.304, 4.894)
C (-2.132, -0.663, 3.348)
C (-2.701, -1.135, 2.188)
H (-6.429, -0.928, 0.210)
H (-5.742, 0.364, 1.388)
H (-5.580, -1.319, 1.800)
H (-4.261, 0.042, -0.595)
H (-4.390, -2.799, 0.465)
H (-2.936, -2.455, -0.338)
H (-4.558, -2.400, -1.250)
H (-3.502, 1.813, 0.771)
H (-2.420, 2.705, 2.777)
H (-0.384, 0.828, 5.097)
H (-1.927, 1.054, 5.768)
H (-1.205, 2.364, 4.803)
H (-1.709, -1.426, 3.988)
H (-2.779, -2.224, 2.056)
O (1.205, -0.698, 2.804)
O (2.285, -1.497, 2.392)

Atom charges from the Löwdin analysis, given in e for atoms 1 to 8:
1. Mg 0.611
2. O -0.681
3. S 1.049
4. C -0.290
5. C -0.031
6. C 0.011
7. C -0.145
8. C -0.055

(2)
Computed, not measured: C58H50N3O2P4SrTe as an isolated structure at a distorted geometry, with ωB97M-V/def2-TZVPD.

Gap between HOMO and LUMO ... 5.258 eV
Charge ... -1
Largest force on an atom ... 0.02247 hartree/bohr
E_LUMO ... 0.078 hartree
E_tot ... -114807.2376 eV

Cartesian coordinates (Å):
Sr (-0.536, 0.170, -0.459)
C (4.872, 1.302, 0.289)
N (3.518, 0.766, 0.192)
P (2.773, -0.232, 1.376)
C (3.046, 0.642, 2.963)
C (1.924, 1.004, 3.698)
C (2.048, 1.723, 4.882)
C (3.302, 2.092, 5.338)
C (4.437, 1.715, 4.625)
C (4.309, 0.991, 3.452)
C (3.993, -1.589, 1.526)
C (4.599, -2.091, 0.375)
C (5.433, -3.197, 0.438)
C (5.661, -3.830, 1.653)
C (5.043, -3.354, 2.801)
C (4.216, -2.241, 2.737)
P (2.353, 1.331, -0.917)
C (3.297, 1.543, -2.461)
C (3.903, 2.723, -2.878)
C (4.673, 2.745, -4.034)
C (4.847, 1.589, -4.780)
C (4.240, 0.407, -4.376)
C (3.468, 0.387, -3.226)
C (2.045, 3.078, -0.441)
C (2.471, 3.599, 0.775)
C (2.105, 4.882, 1.159)
C (1.287, 5.648, 0.342)
C (0.845, 5.128, -0.867)
C (1.227, 3.855, -1.260)
H (5.542, 0.538, 0.689)
H (4.934, 2.189, 0.922)
H (5.228, 1.565, -0.709)
H (0.945, 0.716, 3.331)
H (1.161, 1.986, 5.442)
H (3.403, 2.666, 6.250)
H (5.422, 1.975, 4.991)
H (5.202, 0.675, 2.928)
H (4.415, -1.607, -0.577)
H (5.901, -3.568, -0.465)
H (6.312, -4.693, 1.703)
H (5.207, -3.846, 3.750)
H (3.735, -1.883, 3.640)
H (3.774, 3.629, -2.300)
H (5.142, 3.669, -4.348)
H (5.447, 1.611, -5.681)
H (4.361, -0.496, -4.961)
H (2.974, -0.530, -2.926)
H (3.047, 2.988, 1.457)
H (2.438, 5.269, 2.113)
H (0.973, 6.635, 0.655)
H (0.182, 5.704, -1.499)
H (0.854, 3.450, -2.194)
Te (-3.703, -0.653, 4.216)
C (-5.460, -1.802, 3.958)
C (-5.431, -3.109, 3.486)
C (-6.616, -3.811, 3.371)
N (-7.817, -3.319, 3.684)
C (-7.835, -2.064, 4.121)
C (-6.703, -1.272, 4.274)
C (-2.819, -1.063, 2.421)
P (-3.206, 0.071, 1.092)
C (-4.976, -0.370, 0.763)
C (-5.288, -1.695, 0.458)
C (-6.602, -2.114, 0.335)
C (-7.641, -1.205, 0.509)
C (-7.344, 0.116, 0.802)
C (-6.021, 0.528, 0.934)
C (-3.329, 1.869, 1.426)
C (-2.421, 2.533, 2.444)
C (-2.683, 4.011, 2.513)
C (-3.101, 4.680, 1.410)
C (-3.486, 4.018, 0.220)
C (-3.629, 2.634, 0.312)
P (-1.041, -1.471, 2.440)
C (-0.780, -2.481, 3.946)
C (-1.530, -3.637, 4.169)
C (-1.367, -4.376, 5.324)
C (-0.436, -3.974, 6.279)
C (0.333, -2.845, 6.059)
C (0.160, -2.104, 4.892)
C (-0.812, -2.838, 1.193)
C (-1.588, -2.927, 0.039)
C (-1.348, -3.913, -0.917)
C (-0.324, -4.825, -0.737)
C (0.486, -4.725, 0.392)
C (0.250, -3.740, 1.333)
H (-4.496, -3.571, 3.198)
H (-6.599, -4.835, 3.007)
H (-8.811, -1.651, 4.354)
H (-6.802, -0.250, 4.616)
H (-4.493, -2.424, 0.360)
H (-6.816, -3.154, 0.124)
H (-8.669, -1.535, 0.431)
H (-8.142, 0.832, 0.949)
H (-5.798, 1.553, 1.200)
H (-2.498, 2.073, 3.432)
H (-2.464, 4.524, 3.440)
H (-3.201, 5.761, 1.473)
H (-3.804, 4.560, -0.658)
H (-4.074, 2.121, -0.543)
H (-2.243, -3.950, 3.416)
H (-1.965, -5.263, 5.488)
H (-0.313, -4.545, 7.191)
H (1.068, -2.531, 6.791)
H (0.765, -1.223, 4.728)
H (-2.404, -2.229, -0.113)
H (-1.972, -3.961, -1.800)
H (-0.152, -5.605, -1.467)
H (1.307, -5.417, 0.536)
H (0.901, -3.671, 2.199)
N (-0.119, 1.778, 1.316)
C (-1.004, 2.199, 1.930)
C (-1.223, 1.027, -4.864)
O (-0.825, -0.172, -4.189)
C (-0.213, -0.032, -2.982)
O (-0.121, 1.159, -2.588)
H (-1.619, 0.700, -5.823)
H (-0.379, 1.702, -5.012)
H (-1.991, 1.557, -4.299)

Atom charges from the Löwdin analysis, given in e for atoms 1 to 8:
1. Sr 1.159
2. C -0.139
3. N -0.537
4. P 0.999
5. C -0.370
6. C -0.127
7. C -0.072
8. C -0.088